This record from the Open Molecules 2025 dataset describes a 16-piece molecular cluster, C6H44O15 overall in a non-equilibrium geometry. The level of theory is ωB97M-V with the def2-TZVPD basis set.

Bonds (Å) are listed after each position.
Element x y z (Å)
1 H 1.4549 -0.7667 4.4847  O48 0.957
2 H 1.0332 3.4823 -2.5658  O31 0.972
3 H -3.9260 -1.0485 1.3158  C25 1.075
4 H -1.7678 0.8691 -3.9952  O60 0.979
5 H 0.4746 -3.9447 1.9626  O6 0.951
6 O 1.0187 -4.6133 1.5599  H5 0.951, H11 0.925
7 O 3.0784 -3.2372 -0.9310  H9 0.998, H64 0.968
8 H 4.3643 1.1456 0.6284  O16 0.880
9 H 2.3072 -3.7851 -0.6137  O7 0.998
10 H -2.0815 -3.0985 0.4201  C51 1.118
11 H 1.1742 -4.5736 0.6488  O6 0.925
12 H -4.7663 -0.8875 -1.8842  O36 0.890
13 H -2.1136 3.5931 0.0228  C15 1.096
14 H 0.7507 -0.1535 -2.3711  O34 0.993
15 C -2.6098 2.6371 -0.1810  H13 1.096, H28 1.133, C49 1.485, H62 1.107
16 O 3.7732 1.1314 -0.0233  H8 0.880, H52 0.944
17 H 4.0505 -1.5862 -2.0747  O56 0.979
18 O 2.5442 -1.5705 0.9560  H42 0.961, H53 0.955
19 H 0.1367 2.2918 -2.7092  O31 0.870
20 O 1.1408 2.3281 0.5718  H37 0.937, H38 1.022
21 O 0.3162 -1.6862 2.9753  H40 1.051, H47 0.952
22 H -1.4061 1.7809 1.1879  C49 1.151
23 C -2.4875 0.0787 0.2244  C25 1.540, C27 1.579, C49 1.577, H58 1.097
24 H 0.2456 1.4723 2.5756  O41 0.965
25 C -3.4496 -0.0899 1.4154  H3 1.075, C23 1.540, H50 1.060, H55 1.239
26 H -1.1067 -1.0466 1.2397  C27 1.072
27 C -1.3831 -1.0498 0.2041  C23 1.579, H26 1.072, H44 1.096, C51 1.572
28 H -2.9429 2.4760 -1.2521  C15 1.133
29 H 1.4842 1.0593 -2.0924  O34 0.940
30 H 0.6939 4.2119 1.5169  O46 1.024
31 O 0.8032 2.5961 -2.2402  H2 0.972, H19 0.870
32 H -0.4411 1.5703 4.0053  O41 0.976
33 H -0.8949 1.3869 -0.5780  C49 1.115
34 O 1.5346 0.1540 -1.8449  H14 0.993, H29 0.940
35 H -1.1683 2.1836 -4.2949  O60 0.918
36 O -4.0410 -1.2180 -2.2806  H12 0.890, H63 1.018
37 H 2.0526 2.1256 0.4932  O20 0.937
38 H 0.9192 2.0664 -0.3911  O20 1.022
39 H -0.6115 -3.1132 -0.6640  C51 1.096
40 H 0.7508 -0.8165 2.5766  O21 1.051
41 O 0.0743 1.0023 3.4011  H24 0.965, H32 0.976
42 H 2.9477 -0.7684 0.6136  O18 0.961
43 H 2.1215 0.5786 4.1334  O48 0.917
44 H -0.4422 -0.6905 -0.2271  C27 1.096
45 H -0.7400 -1.7605 -2.1068  O57 0.948
46 O 0.5456 5.2064 1.3232  H30 1.024, H61 1.058
47 H 0.9056 -2.4317 3.0373  O21 0.952
48 O 2.2387 -0.2235 4.5619  H1 0.957, H43 0.917
49 C -1.7488 1.4692 0.1345  C15 1.485, H22 1.151, C23 1.577, H33 1.115
50 H -2.9659 -0.2396 2.3463  C25 1.060
51 C -1.4734 -2.5278 -0.3249  H10 1.118, C27 1.572, H39 1.096, H59 1.175
52 H 4.1208 0.5151 -0.6489  O16 0.944
53 H 2.9946 -1.6783 1.7913  O18 0.955
54 H 0.1397 -1.9377 -3.4146  O57 0.945
55 H -4.3009 0.7509 1.7374  C25 1.239
56 O 4.1187 -0.6095 -2.0811  H17 0.979, H65 1.096
57 O -0.4316 -1.3739 -2.9160  H45 0.948, H54 0.945
58 H -3.0985 -0.0211 -0.6807  C23 1.097
59 H -2.2052 -2.6744 -1.2326  C51 1.175
60 O -1.3199 1.6326 -3.5766  H4 0.979, H35 0.918
61 H 0.1483 4.9211 0.3849  O46 1.058
62 H -3.5222 2.5966 0.4450  C15 1.107
63 H -3.2417 -1.3616 -1.6667  O36 1.018
64 H 2.9740 -2.4586 -0.3653  O7 0.968
65 H 3.2568 -0.2703 -2.6667  O56 1.096

Computed properties:
Spin multiplicity: 1
ΔE to the lowest compared entry with this formula, charge and spin: 102.11 kcal per mole
HOMO level: -10.69 eV
DFT total energy: -37645.6566 eV
LUMO level: -0.2 eV